Record 1
A molecular structure, C24H58AlB3Cl2F5MgN5O13PSSi2. Source: the OMol25 dataset; level of theory: the ωB97M-V functional and the def2-TZVPD basis.

The geometry in ORCA input format:
```
! RIJCOSX wB97M-V def2-TZVPD def2/J DEFGRID3
* xyz 1 1
O 3.3140 -5.0770 8.4531
C 3.6407 -5.1169 7.3147
F 4.0904 -6.2507 6.7840
C 3.5610 -3.9920 6.3331
B 3.7606 -2.5779 6.9753
O 4.1828 -2.3123 8.2355
B 3.4585 -1.3295 8.9033
O 2.9195 -0.2605 8.1828
B 2.4179 -0.7596 7.0181
C 0.9315 -0.7355 6.5935
C 0.3235 -2.1432 6.8881
C -1.0975 -2.0593 7.4437
F -1.2785 -3.1018 8.3327
O 3.4252 -1.4171 6.1980
H 2.5590 -4.0096 5.8981
H 4.2428 -4.1960 5.5069
H 3.2350 -1.3828 10.0598
H 0.3662 0.0369 7.1032
H 0.8307 -0.5751 5.5126
H 0.3616 -2.7410 5.9806
H 0.9119 -2.6954 7.6281
H -1.8181 -2.1915 6.6402
H -1.2538 -1.1062 7.9403
Mg 3.1269 -0.7535 4.1145
C 5.3395 -8.0204 10.8097
O 6.0227 -8.8354 11.3952
N 5.6645 -6.6881 10.7535
N 4.1837 -8.3568 10.1526
H 5.1105 -6.0040 10.2740
H 6.5019 -6.4000 11.2220
H 3.9118 -9.3210 10.1712
H 3.6101 -7.6941 9.6664
C -2.9441 2.2140 -0.8541
O -2.7385 2.0415 0.5597
P -1.8680 0.7425 1.1171
O -2.1345 0.7277 2.5494
O -0.4262 1.3778 0.7093
C 0.0449 2.4734 1.4370
O -1.3530 -0.7439 0.7688
C -1.1123 -1.2324 -0.5674
H -3.3263 3.2420 -0.9294
H -2.0144 2.1387 -1.4219
H -3.6818 1.5121 -1.2401
H -0.4322 2.5664 2.4291
H -0.1033 3.4029 0.8927
H 1.1672 2.3055 1.5839
H -0.3291 -0.6521 -1.0585
H -2.0182 -1.2209 -1.1722
H -0.7656 -2.2549 -0.4503
C -5.0326 2.6749 4.0428
F -4.2132 1.6309 4.1325
F -5.6348 2.6178 2.8360
F -5.9715 2.5367 4.9742
S -4.1364 4.2617 4.2529
O -3.1539 4.2654 3.1436
O -3.5354 4.1574 5.5486
O -5.1596 5.2565 4.1033
Cl 2.1925 2.9514 0.2090
C 0.7800 2.6899 -2.9919
Si 0.0061 2.2146 -4.6330
C -1.8039 2.7533 -4.5781
C 0.0719 0.3370 -4.7614
N 0.8795 2.9991 -5.8980
Si 0.5338 2.8724 -7.5874
C -1.1904 3.5104 -7.9540
C 0.6983 1.1168 -8.2465
C 1.7504 3.9282 -8.5366
H 0.2558 2.2101 -2.1594
H 1.8245 2.3779 -2.9540
H 0.7375 3.7710 -2.8448
H -2.2522 2.4097 -3.6417
H -2.3841 2.3266 -5.3960
H -1.8922 3.8394 -4.6234
H 1.0938 -0.0116 -4.9122
H -0.5453 -0.0385 -5.5782
H -0.3029 -0.1042 -3.8336
H -1.9634 2.8213 -7.6136
H -1.3202 3.6459 -9.0312
H -1.3353 4.4680 -7.4573
H 1.6423 0.6672 -7.9374
H 0.6743 1.1414 -9.3380
H -0.1169 0.4741 -7.9114
H 2.7732 3.5875 -8.3697
H 1.6819 4.9729 -8.2283
H 1.5465 3.8742 -9.6087
C -5.1060 7.8762 -9.9102
C -3.6260 7.7109 -9.5847
C -3.1897 6.2413 -9.5107
C -3.9201 5.5389 -8.4702
N -4.5327 4.9780 -7.6576
H -5.7377 7.4401 -9.1347
H -5.3627 8.9317 -9.9823
H -5.3562 7.4027 -10.8612
H -3.4074 8.2014 -8.6353
H -3.0289 8.2096 -10.3484
H -2.1249 6.1660 -9.2871
H -3.3718 5.7356 -10.4621
C 1.6665 -6.7920 0.3611
C 2.2509 -5.3863 0.4603
C 1.2537 -4.2675 0.1262
O 0.9641 -4.1089 -1.2507
C 0.0501 -5.0517 -1.7914
N 3.4547 -5.3167 -0.3706
H 1.6066 -7.1392 -0.6686
H 2.3013 -7.4973 0.8951
H 0.6679 -6.8406 0.7997
H 2.5520 -5.2348 1.5036
H 1.7069 -3.3190 0.4357
H 0.3227 -4.3793 0.7018
H -0.7259 -5.3228 -1.0700
H 0.5660 -5.9477 -2.1385
H -0.4219 -4.5888 -2.6571
H 3.9191 -4.4258 -0.2188
H 3.1600 -5.2732 -1.3423
Al -3.1523 4.6083 0.6960
Cl -3.0974 6.0706 -6.0819
*
```

Summary:
Lowest unoccupied orbital energy: -0.290 Ha
Highest occupied orbital energy: -9.365 eV

---

Record 2
A molecular structure, C24H58MgP2Si4. Source: the OMol25 dataset; level of theory: the ωB97M-V functional and the def2-TZVPD basis.

The geometry in ORCA input format:
```
! RIJCOSX wB97M-V def2-TZVPD def2/J DEFGRID3
* xyz 0 1
P 4.7368 0.1524 -2.3578
P 2.6995 -2.7262 -2.4543
C 5.2947 -1.5739 -2.8872
C 4.2352 -2.4942 -3.4740
H 5.8138 -2.0410 -2.0385
H 6.0692 -1.4069 -3.6524
H 3.8993 -2.1647 -4.4662
H 4.6293 -3.5135 -3.5893
C 3.3340 -3.9256 -1.2275
H 2.5645 -4.1438 -0.4769
H 4.2150 -3.5138 -0.7131
H 3.5974 -4.8431 -1.7719
C 1.6833 -3.7125 -3.5926
H 2.1360 -4.7038 -3.7213
H 1.6427 -3.1974 -4.5611
H 0.6646 -3.8202 -3.2035
C 6.2526 0.8112 -1.6322
H 6.0401 1.7759 -1.1667
H 7.0265 0.9431 -2.3973
H 6.6302 0.1308 -0.8608
C 4.6459 0.9275 -4.0038
H 3.9105 0.4123 -4.6323
H 5.6340 0.8932 -4.4794
H 4.3394 1.9700 -3.8847
Mg -1.6329 1.8499 -0.7544
C 1.1710 -1.7126 -0.8969
C 1.8420 -1.7655 0.3171
C 3.1490 -1.0864 0.3898
C 3.1410 0.3673 0.9573
C 3.3140 1.3540 -0.1024
C 3.1781 1.1375 -1.5074
C 1.9646 0.2903 -2.0942
C 0.7725 -0.2671 -1.2833
C -0.3551 3.1391 0.3278
H 0.5032 -2.5099 -1.2759
H 1.4123 -2.1950 1.2309
H 3.5664 -0.9974 -0.6521
H 3.8844 -1.6878 0.9589
H 2.2381 0.5001 1.5834
H 4.0006 0.4434 1.6539
H 3.5137 2.3762 0.2477
H 3.2478 2.0761 -2.1104
H 2.4753 -0.6033 -2.5571
H 1.5719 0.7680 -3.0147
H 0.5188 0.3289 -0.3673
H -0.1258 -0.3133 -1.9524
H -0.7310 4.1042 0.7081
H 0.4331 3.3770 -0.4153
H 0.1398 2.6028 1.1624
C -1.9240 0.1212 4.7305
Si -2.6818 1.4918 3.6859
C -4.4665 1.7947 4.2170
C -1.7092 3.0864 3.8627
Si -2.5723 0.7729 1.4940
Si -3.3827 -1.3800 1.4558
C -4.8310 -1.5531 2.6475
C -3.9285 -1.8123 -0.2928
C -1.9436 -2.4406 2.0301
Si -4.1527 2.0081 0.3711
C -5.9036 1.5606 0.8986
C -3.8876 3.8373 0.7143
C -4.0413 1.7363 -1.5190
H -2.0713 0.4096 5.7820
H -0.8455 0.0420 4.5333
H -2.3799 -0.8646 4.5698
H -4.4012 2.2077 5.2351
H -4.9843 2.5237 3.5802
H -5.0600 0.8719 4.2497
H -0.6463 2.8560 3.9924
H -1.8161 3.7594 3.0072
H -2.0713 3.5922 4.7659
H -5.7003 -0.9528 2.3488
H -5.1082 -2.6179 2.6144
H -4.5670 -1.2934 3.6815
H -3.0792 -1.8051 -0.9889
H -4.3391 -2.8316 -0.2493
H -4.7048 -1.1429 -0.6840
H -1.1795 -2.5181 1.2461
H -1.4675 -2.0533 2.9382
H -2.3434 -3.4415 2.2407
H -6.1090 1.7479 1.9594
H -6.6087 2.1778 0.3215
H -6.1521 0.5100 0.7028
H -3.0072 4.2608 0.2159
H -4.7768 4.3665 0.3445
H -3.8010 4.0501 1.7861
H -3.1258 2.0381 -2.0790
H -4.2751 0.7051 -1.7968
H -4.8423 2.3668 -1.9220
*
```

Summary:
Lowest unoccupied orbital energy: -0.018 Ha
Highest occupied orbital energy: -5.370 eV
Energy relative to the best compared isomer or geometry (same formula, charge and spin): 90.6 kcal per mole

---

Record 3
A molecular structure, C24H58P2Si4Ti. Source: the OMol25 dataset; level of theory: the ωB97M-V functional and the def2-TZVPD basis.

The geometry in ORCA input format:
```
! RIJCOSX wB97M-V def2-TZVPD def2/J DEFGRID3
* xyz 2 1
P 0.8945 2.8121 -1.6701
P 0.2757 -1.2456 -0.3669
C 1.5757 1.0824 -2.0752
C 0.8708 -0.2626 -1.8869
H 2.6840 1.2095 -1.8375
H 1.7979 1.1263 -3.1499
H -0.0923 -0.0815 -2.3788
H 1.3580 -0.9565 -2.5827
C 1.6520 -1.3573 0.8829
H 1.2017 -1.8968 1.7364
H 2.0191 -0.3938 1.3889
H 2.4655 -2.0304 0.5304
C 0.5093 -2.9356 -1.0643
H 1.5992 -3.0923 -1.2158
H -0.0296 -3.0517 -2.0244
H 0.1442 -3.6826 -0.3467
C 1.5987 4.3638 -1.0985
H 0.7801 5.0898 -1.0256
H 2.3719 4.8234 -1.7145
H 1.9907 4.3234 -0.0742
C 0.1986 2.9567 -3.3066
H 0.0535 1.9743 -3.7692
H 0.8783 3.5490 -3.9442
H -0.7656 3.4512 -3.2073
Ti 2.8320 0.6059 -0.1556
C 4.1086 -0.2946 -1.6631
C 4.5685 -0.1668 -0.3194
C 5.5682 0.8533 0.1637
C 5.6813 2.1709 -0.6262
C 4.3248 2.6180 -1.1237
C 3.9721 2.5704 -2.4574
C 4.4981 1.5926 -3.4392
C 4.9493 0.2136 -2.8482
C -0.2822 2.6144 -0.3523
H 3.4984 -1.1779 -1.9547
H 4.0718 -0.7378 0.5182
H 6.5049 0.3158 0.0742
H 5.4157 1.0551 1.2422
H 6.0585 2.9320 0.0901
H 6.3929 2.0772 -1.4714
H 3.8696 3.3794 -0.4686
H 3.1263 3.1528 -2.8676
H 5.3591 2.0646 -3.9199
H 3.7712 1.4367 -4.2555
H 4.8941 -0.4873 -3.7060
H 6.0190 0.3183 -2.5864
H -0.1316 1.6546 0.1689
H -1.3336 2.5967 -0.7198
H -0.1392 3.4464 0.3593
C -2.4179 -4.2051 0.2059
Si -2.0620 -3.2265 1.7886
C -3.4068 -3.5245 3.0721
C -0.4252 -3.7337 2.5943
Si -1.9541 -0.9784 1.1235
Si -3.8433 -0.6203 -0.2417
C -5.2244 -1.8071 0.3109
C -4.5142 1.1126 -0.0725
C -3.2380 -0.9668 -1.9803
Si -2.6696 0.2741 3.0852
C -4.4874 -0.1126 3.4504
C -1.6365 -0.3116 4.5344
C -2.5422 2.1308 2.8747
H -2.0120 -5.2205 0.3310
H -1.9696 -3.7684 -0.6968
H -3.4954 -4.2918 0.0235
H -3.3117 -4.5773 3.3831
H -3.2895 -2.8968 3.9648
H -4.4128 -3.3747 2.6648
H 0.3005 -4.1301 1.8727
H 0.0465 -2.9073 3.1421
H -0.6323 -4.5275 3.3307
H -5.5243 -1.6540 1.3608
H -6.0774 -1.5474 -0.3414
H -4.9680 -2.8659 0.1600
H -3.9287 1.8091 -0.6810
H -5.5376 1.0886 -0.4599
H -4.5576 1.4988 0.9495
H -2.4091 -0.3113 -2.2738
H -2.9198 -2.0058 -2.1222
H -4.0847 -0.7719 -2.6516
H -4.6818 -1.1760 3.6268
H -4.7186 0.4310 4.3773
H -5.1816 0.2386 2.6782
H -0.5870 -0.0128 4.4316
H -2.0282 0.1658 5.4427
H -1.6636 -1.3952 4.6910
H -1.5163 2.4864 3.0252
H -2.8821 2.4977 1.9036
H -3.1657 2.6082 3.6411
*
```

Summary:
Lowest unoccupied orbital energy (spin up / spin down): -0.235 / -0.233 Ha
Highest occupied orbital energy (spin up / spin down): -10.223 / -10.713 eV